[1]
DFT (ωB97M-V/def2-TZVPD) results for a molecular structure, CH2O4Tl.

Each line ends with the Mulliken spin population.
Positions of all 8 atoms, in Å:
O 0.405 -0.592 0.146  0.280
Tl -1.983 -1.146 0.320  0.018
O -2.544 0.786 -0.251  0.010
H -2.576 1.695 0.045  -0.001
C 1.023 0.439 -0.164  -0.070
O 1.502 1.074 0.844  0.764
O 1.568 0.691 -1.320  -0.003
H 1.408 -0.024 -1.955  0.000

* gap between HOMO and LUMO (alpha / beta): 8.92 / 5.07 eV
* relative energy (zero: lowest compared OMol25 entry of this formula, charge and spin): 0.0 kcal/mol
* 2S+1: 2
* ⟨S²⟩: 0.758


[2]
DFT (ωB97M-V/def2-TZVPD) results for 3 unconnected molecules or ions with the total composition C14H32BN4O4P2.

Each line ends with the natural charge from an NBO analysis.
Positions of all 57 atoms, in Å:
C -2.458 -1.234 5.002  -0.635
C -2.764 0.096 4.044  -0.422
C -1.383 0.981 4.025  -0.251
N -1.396 2.122 2.990  -0.443
N -0.018 2.366 2.784  -0.207
C 0.717 3.274 3.745  -0.240
P 0.165 4.239 5.298  1.237
N -1.317 3.879 5.842  -1.283
C 2.228 3.170 3.063  0.038
N 2.310 2.278 1.842  -0.684
B 3.554 1.936 0.995  1.291
O 4.554 2.934 0.542  -0.891
O 3.777 0.504 0.594  -0.888
C 0.862 1.787 1.657  0.207
P 0.283 0.619 0.209  0.758
C 0.944 1.372 -1.450  -0.956
C -1.644 0.753 0.031  -0.932
H -1.361 -1.091 5.452  0.204
H -3.180 -1.294 5.930  0.239
H -2.413 -2.210 4.357  0.229
H -2.990 -0.223 2.916  0.208
H -3.694 0.694 4.463  0.232
H -0.481 0.274 3.704  0.200
H -1.148 1.347 5.112  0.228
H -1.821 2.986 3.390  0.404
H 0.274 5.654 4.974  0.012
H 1.094 3.922 6.358  0.006
H -1.912 4.760 5.858  0.397
H 3.112 3.769 3.542  0.270
H 5.439 2.460 0.358  0.526
H 3.061 -0.076 1.006  0.506
H 0.814 2.535 -1.377  0.242
H 2.077 1.069 -1.625  0.259
H 0.357 0.996 -2.397  0.321
H -2.038 1.833 0.329  0.261
H -2.000 0.555 -1.087  0.287
H -2.146 -0.042 0.762  0.255
C 1.033 0.592 -5.857  -0.725
C 0.050 -0.261 -5.098  0.618
O -0.541 0.172 -4.111  -0.597
C -0.180 -1.663 -5.595  -0.720
H 1.097 1.578 -5.385  0.231
H 2.022 0.128 -5.834  0.237
H 0.695 0.719 -6.888  0.245
H 0.756 -2.227 -5.561  0.243
H -0.571 -1.636 -6.615  0.247
H -0.913 -2.160 -4.951  0.234
C 0.719 -6.236 -3.670  -0.721
C -0.276 -5.326 -4.338  0.590
O -0.248 -5.131 -5.552  -0.546
C -1.308 -4.664 -3.464  -0.723
H 1.402 -6.643 -4.423  0.242
H 1.302 -5.674 -2.936  0.227
H 0.197 -7.066 -3.186  0.235
H -0.815 -4.032 -2.721  0.225
H -1.920 -5.424 -2.971  0.238
H -1.958 -4.037 -4.082  0.234

* net charge: +1
* gap between HOMO and LUMO: 7.36 eV


[3]
DFT (ωB97M-V/def2-TZVPD) results for a molecular structure, C22H14Cl5N5O3Ru.

Each line ends with the Mulliken spin population.
Positions of all 50 atoms, in Å:
Ru -0.033 0.625 -1.022  4.124
C -0.660 4.886 -1.457  0.008
C -0.781 3.540 -0.780  0.019
O -1.107 2.552 -1.487  0.145
C -0.559 3.500 0.614  0.100
C -0.715 2.401 1.452  -0.003
C -0.693 2.589 2.942  0.011
N -0.857 1.167 0.966  0.187
N -1.171 0.209 1.853  0.104
C -0.936 -0.997 1.382  -0.004
O -0.401 -1.216 0.245  0.140
C -1.306 -2.148 2.241  -0.003
C -1.734 -1.965 3.554  0.003
C -2.071 -3.060 4.333  0.002
C -1.989 -4.343 3.808  -0.002
C -1.568 -4.529 2.500  0.002
C -1.226 -3.436 1.718  0.000
H -0.864 4.781 -2.520  -0.001
H 0.349 5.277 -1.317  0.003
H -1.358 5.599 -1.015  0.000
H -0.327 4.448 1.081  0.010
H -0.505 3.631 3.195  0.000
H 0.074 1.958 3.390  0.000
H -1.646 2.274 3.369  0.000
H -1.794 -0.961 3.949  0.000
H -2.399 -2.912 5.354  0.000
H -2.254 -5.197 4.420  0.000
H -1.507 -5.527 2.086  0.000
H -0.898 -3.562 0.694  0.000
Cl -2.305 -2.076 -2.028  0.005
C -1.268 -1.431 -3.262  -0.069
C -0.384 -0.407 -2.937  0.236
C 0.357 0.102 -3.998  -0.138
Cl 1.430 1.437 -3.660  0.026
C 0.278 -0.379 -5.300  -0.022
Cl 1.236 0.296 -6.562  0.001
C -0.598 -1.427 -5.572  0.025
Cl -0.712 -2.058 -7.172  0.002
C -1.384 -1.953 -4.550  -0.024
Cl -2.484 -3.233 -4.900  0.001
N 2.631 -1.172 0.280  0.004
C 2.888 0.155 0.118  -0.011
O 1.969 0.894 -0.346  0.089
C 4.160 0.672 0.446  0.020
C 4.440 2.038 0.235  0.005
N 4.675 3.157 0.071  0.003
C 5.139 -0.171 1.002  -0.003
N 5.931 -0.865 1.480  0.005
H 1.653 -1.435 0.295  0.001
H 3.283 -1.727 0.809  0.000

* net charge: -1
* gap between HOMO and LUMO (alpha / beta): 7.40 / 5.91 eV
* 2S+1: 6
* ⟨S²⟩: 8.770


[4]
DFT (ωB97M-V/def2-TZVPD) results for a single C17H21N3S molecule.

Each line ends with the natural charge from an NBO analysis.
Positions of all 42 atoms, in Å:
C -4.688 -0.974 0.170  -0.626
C -3.475 -0.116 0.360  -0.046
C -3.608 1.218 0.720  -0.175
C -2.506 2.031 0.893  -0.249
C -1.228 1.514 0.700  0.142
N -0.129 2.360 0.892  -0.625
C 1.164 2.213 0.463  0.306
S 2.362 2.714 1.494  -0.255
N 1.394 1.777 -0.794  -0.434
C 0.359 1.733 -1.799  -0.414
C 2.742 1.523 -1.251  -0.221
C 2.952 0.056 -1.644  -0.442
C 2.819 -0.830 -0.437  0.214
C 1.918 -1.888 -0.392  -0.272
C 1.824 -2.635 0.773  -0.169
C 2.625 -2.295 1.851  -0.265
C 3.505 -1.234 1.699  0.061
N 3.603 -0.528 0.590  -0.426
C -1.084 0.171 0.371  -0.211
C -2.192 -0.645 0.195  0.002
C -2.008 -2.089 -0.159  -0.634
H -5.595 -0.394 0.318  0.217
H -4.708 -1.399 -0.833  0.214
H -4.689 -1.802 0.880  0.216
H -4.596 1.631 0.867  0.208
H -2.627 3.066 1.176  0.214
H -0.196 2.967 1.699  0.424
H -0.076 0.735 -1.903  0.202
H -0.441 2.428 -1.550  0.224
H 0.792 2.028 -2.756  0.206
H 3.425 1.765 -0.434  0.274
H 2.959 2.172 -2.107  0.194
H 2.246 -0.247 -2.418  0.201
H 3.965 -0.037 -2.040  0.233
H 1.312 -2.125 -1.254  0.215
H 1.135 -3.465 0.840  0.216
H 2.572 -2.842 2.779  0.221
H 4.164 -0.929 2.501  0.197
H -0.091 -0.248 0.287  0.214
H -2.474 -2.728 0.591  0.219
H -2.476 -2.312 -1.118  0.218
H -0.953 -2.339 -0.219  0.213

* gap between HOMO and LUMO: 8.38 eV
* relative energy (zero: lowest compared OMol25 entry of this formula, charge and spin): 2.4 kcal/mol
* SMILES string: Cc1ccc(NC(=S)N(C)CCc2ccccn2)cc1C


[5]
DFT (ωB97M-V/def2-TZVPD) results for a molecular structure, C21H23N8O7ReS.

Each line ends with the Mulliken spin population.
Positions of all 61 atoms, in Å:
Re -0.958 0.504 -1.728  0.880
N -0.898 1.735 -5.737  -0.001
C -0.905 2.149 -4.487  -0.004
N -0.820 1.067 -3.694  -0.012
C -0.770 0.018 -4.587  -0.005
N -0.815 0.386 -5.829  0.005
C -0.687 -1.317 -4.013  0.031
C -0.649 -2.515 -4.706  -0.009
N -0.578 -3.676 -4.067  0.032
C -0.543 -3.655 -2.745  -0.011
C -0.587 -2.469 -2.015  0.036
N -0.660 -1.301 -2.659  -0.044
H -0.952 2.292 -6.586  0.000
H -0.974 3.180 -4.181  -0.001
H -0.678 -2.531 -5.789  0.000
H -0.481 -4.607 -2.231  0.000
H -0.566 -2.451 -0.934  0.003
O -1.120 -0.148 0.273  -0.012
C -2.106 -1.007 0.826  0.003
C -1.740 -1.802 1.888  0.004
C -2.719 -2.602 2.475  0.000
C -4.024 -2.589 2.001  0.000
C -4.369 -1.775 0.935  -0.005
C -3.404 -0.972 0.317  0.006
C -3.850 -0.121 -0.793  -0.012
O -4.911 0.272 -1.087  0.027
O -2.733 0.217 -1.665  0.114
H -0.505 0.199 1.002  -0.002
H -0.724 -1.797 2.258  0.000
H -2.453 -3.234 3.311  0.000
H -4.774 -3.217 2.462  0.000
H -5.383 -1.746 0.558  0.000
C 1.599 -0.839 5.083  0.000
C 1.370 0.599 4.632  0.000
S 1.644 0.783 2.882  0.000
O 2.618 -0.151 2.391  0.000
O 0.328 0.782 2.199  -0.002
C 2.278 2.452 2.654  0.000
C 2.982 2.623 1.296  0.001
N 2.420 1.763 0.237  0.001
C 1.236 1.922 -0.326  -0.043
N 0.949 0.873 -1.120  0.035
C 2.028 -0.004 -1.047  0.002
C 2.923 0.542 -0.209  -0.016
N 4.215 -0.041 0.137  0.000
O 4.347 -1.183 -0.214  0.000
O 5.018 0.656 0.706  0.000
C 0.322 3.079 -0.172  0.014
H 1.375 -0.894 6.148  0.000
H 2.631 -1.141 4.926  0.000
H 0.944 -1.536 4.563  0.000
H 2.055 1.290 5.122  0.000
H 0.348 0.939 4.803  0.000
H 3.016 2.654 3.428  0.000
H 1.438 3.129 2.809  0.000
H 4.029 2.345 1.367  0.000
H 2.933 3.658 0.956  0.000
H 2.093 -0.928 -1.593  0.003
H 0.703 3.950 -0.710  0.002
H 0.166 3.340 0.869  0.002
H -0.670 2.850 -0.587  -0.021

* net charge: +3
* gap between HOMO and LUMO (alpha / beta): 6.25 / 6.40 eV
* relative energy (zero: lowest compared OMol25 entry of this formula, charge and spin): 5.4 kcal/mol
* 2S+1: 2
* ⟨S²⟩: 0.756


| no. | E_tot (eV) | molecular weight (g/mol) |
| --- | --- | --- |
| 1 | -13950.3842 | 282.4 |
| 2 | -48428.9137 | 393.2 |
| 3 | -101828.8655 | 674.7 |
| 4 | -33276.0407 | 299.4 |
| 5 | -61338.7960 | 717.7 |